# 1
Here is a gas-phase ion, C6H16N3O3 (charge +1) in a non-equilibrium geometry from OMol25. Energies are from ωB97M-V with the def2-TZVPD basis set.

Structure (XYZ):
```
28
Properties=species:S:1:pos:R:3:forces:R:3
C -0.3788 1.9616 0.1121 -1.3 -0.4 -0.3
C 0.9318 1.3046 0.3922 2.5 0.5 -0.9
C -1.4585 1.0624 0.8134 -2.2 -0.3 -6.1
C 1.2239 -0.0988 -0.2312 -2.4 1.3 -0.5
C 0.2149 -1.1563 0.2380 -2.8 3.4 0.0
C -1.7115 -0.1490 -0.1069 3.3 -2.8 0.2
N 2.5295 -0.4726 -0.0762 -0.7 2.3 -1.1
N 0.2110 -1.2524 1.6850 -0.4 -1.6 -1.2
N 0.7708 0.1409 -1.8132 -1.2 -1.1 0.0
O 0.3257 -2.2825 -0.5373 -0.5 -1.7 0.7
O -2.6355 -1.0760 0.2339 -0.5 -1.0 1.2
O -1.9186 0.0639 -1.4959 0.8 1.1 0.2
H -0.5279 2.8539 0.6837 0.8 1.1 -0.1
H -0.4476 2.1864 -1.0060 -0.8 -0.3 1.7
H 1.8398 1.9808 0.2466 -1.0 -0.6 -0.9
H 1.0814 1.2551 1.4240 -0.2 -0.7 2.0
H -1.1318 0.7605 1.7173 1.1 -1.2 2.9
H -2.4990 1.3665 0.9091 0.1 1.4 0.2
H 3.0698 0.2347 0.3748 0.9 -0.4 0.2
H 2.6352 -1.4236 0.0243 1.1 -2.2 0.6
H 0.7012 -0.5557 2.2322 0.1 -0.2 -0.4
H 0.4579 -2.2005 1.9439 0.2 0.2 0.5
H -0.3298 -0.1110 -2.0006 2.5 0.5 0.6
H 1.4285 -0.3384 -2.4267 -0.3 -0.6 0.1
H 0.8984 1.1061 -2.0695 0.0 0.6 0.1
H -0.2824 -3.0531 -0.2980 1.0 1.8 -0.2
H -2.3650 -1.6724 0.9716 -0.1 1.0 -0.5
H -2.6333 -0.4353 -1.9406 0.3 0.0 1.1
```
Forces are in eV/Å.

Its HOMO energy is -0.40913 Eh. As for the total charge: +1.

Here are the Löwdin charges for atoms 1 to 5, given in e:
1. C -0.13
2. C -0.15
3. C -0.07
4. C -0.41
5. C -0.40

---

# 2
Here is 2 unconnected molecules or ions with the total composition C3H10N2O2 in a non-equilibrium geometry from OMol25. Energies are from ωB97M-V with the def2-TZVPD basis set.

Structure (XYZ):
```
17
Properties=species:S:1:pos:R:3:forces:R:3
N -2.4048 0.5311 1.0105 -1.6 -1.0 0.1
C -1.3405 -0.4027 0.6668 0.6 0.2 -0.3
C -0.7506 0.0082 -0.6887 0.9 0.3 0.9
N 0.5008 -0.7528 -0.9525 -1.2 -0.4 -1.2
H -2.7569 0.3379 1.9622 0.5 0.2 -0.6
H -3.2246 0.2835 0.4246 0.6 0.5 0.3
H -1.6139 -1.4636 0.5281 -0.3 0.1 0.5
H -0.5885 -0.3349 1.4734 -0.1 -0.1 -0.6
H -1.4493 -0.0921 -1.4938 -0.7 -0.2 -0.4
H -0.4536 1.0560 -0.6581 -0.2 0.1 0.1
H 0.3349 -1.7477 -0.7490 0.2 0.5 -0.3
H 0.6795 -0.6400 -1.9644 0.2 -0.4 0.8
O 3.9668 1.4007 0.5051 -2.2 -1.3 -1.0
C 2.9882 0.8090 0.0473 1.1 0.9 2.0
O 1.8695 0.5117 0.7833 1.7 0.7 -1.3
H 2.9845 0.4516 -1.0105 -0.3 0.1 0.5
H 1.2584 0.0441 0.1156 0.7 -0.2 0.4
```
Forces are in eV/Å.

Its HOMO energy is -0.36033 Eh. As for the SMILES: NCCN.O=CO.

Here are the Löwdin charges for atoms 1 to 5, given in e:
1. N -0.02
2. C -0.30
3. C -0.25
4. N -0.02
5. H 0.08

---

# 3
Here is 6 unconnected molecules or ions with the total composition H11O6 in a non-equilibrium geometry from OMol25. Energies are from ωB97M-V with the def2-TZVPD basis set.

Structure (XYZ):
```
17
Properties=species:S:1:pos:R:3:forces:R:3
O -0.2777 -1.1985 0.1172 -0.2 -1.6 0.2
H -0.5057 -2.1785 0.2472 0.4 2.4 0.0
O -0.7016 1.3178 0.8397 0.4 -2.2 1.0
H -0.8085 1.7365 0.0086 -0.2 0.5 -1.2
H -0.5944 0.2844 0.6145 -0.2 1.2 0.0
O -1.8838 -1.4003 -2.0035 -1.7 0.5 0.4
H -1.1728 -1.5784 -2.5641 1.5 -0.7 -2.0
H -1.3314 -1.0980 -1.2579 0.1 0.0 1.5
O -2.1740 0.7079 3.3790 3.0 1.9 0.4
H -1.7087 0.5149 2.5459 -0.8 -0.4 -0.5
H -1.3839 1.3140 3.6551 -2.3 -1.3 0.0
O 1.0464 -0.7051 2.8354 -1.2 0.0 1.2
H 0.6329 -0.5386 1.9942 -1.1 -0.3 -1.1
H 1.9331 -0.6760 2.5713 2.2 0.0 -0.3
O 3.1558 1.0826 -4.7210 -2.5 1.9 0.7
H 2.3557 1.6409 -4.3986 1.8 -1.3 -1.3
H 3.4185 0.7743 -3.8632 0.7 -0.7 0.6
```
Forces are in eV/Å.

Its HOMO energy is -0.17939 Eh. As for the total charge: -1.

Here are the Löwdin charges for atoms 1 to 5, given in e:
1. O -0.48
2. H -0.02
3. O -0.15
4. H -0.01
5. H 0.00